{
  "formula": "C38H32N6O2Tc",
  "method": "ωB97M-V/def2-TZVPD",
  "total_energy_ha": -2026.8116,
  "total_charge": 1,
  "molar_mass_g_mol": 702.71,
  "e_homo_ev": -10.0,
  "orbital_gap_ev": 6.3,
  "fmax_ev_per_a": 5.686,
  "multiplicity": 1,
  "e_lumo_ev": -3.632,
  "species": ["Tc", "O", "C", "C", "C", "C", "C", "C", "C", "O", "N", "N", "C", "C", "C", "C", "C", "C", "N", "H", "H", "H", "H", "H", "H", "H", "H", "H", "H", "C", "C", "C", "C", "N", "C", "C", "C", "C", "C", "C", "N", "H", "H", "H", "H", "H", "H", "H", "H", "C", "C", "C", "C", "C", "C", "C", "C", "N", "H", "H", "H", "H", "H", "H", "H", "H", "H", "C", "C", "C", "C", "C", "C", "C", "H", "H", "H", "H", "H"],
  "xyz": [[-0.0465, 0.3132, 0.0038], [0.2001, -3.7615, -2.5219], [-1.1278, -3.9069, -2.6632], [-1.5685, -4.5314, -3.8315], [-2.9149, -4.7123, -4.0677], [-3.8588, -4.2601, -3.1481], [-3.4331, -3.6256, -2.0018], [-2.0750, -3.4400, -1.7287], [-1.7276, -2.6487, -0.5197], [-2.5779, -2.0621, 0.1494], [-0.4092, -2.6684, -0.1639], [0.1612, -1.6917, 0.5065], [1.0294, -2.0761, 1.4076], [2.0485, -1.3272, 2.0778], [3.0598, -2.0584, 2.7208], [4.1033, -1.4560, 3.3751], [4.1608, -0.0624, 3.3679], [3.1519, 0.6391, 2.7737], [2.0809, 0.0396, 2.1783], [0.3558, -3.3939, -1.6204], [-0.8217, -4.8721, -4.5363], [-3.2324, -5.2137, -4.9727], [-4.9133, -4.4111, -3.3355], [-4.1416, -3.2533, -1.2726], [1.0769, -3.1463, 1.5707], [2.9952, -3.1366, 2.6855], [4.8616, -2.0443, 3.8708], [4.9839, 0.4668, 3.8244], [3.1432, 1.7175, 2.7571], [-2.1550, -0.4669, -3.7511], [-3.4228, 0.0293, -3.4948], [-3.6772, 0.5604, -2.2445], [-2.6729, 0.5814, -1.2864], [-1.4244, 0.1394, -1.5528], [-1.1941, -0.3796, -2.7665], [-2.9164, 0.9518, 0.1159], [-4.1400, 1.4071, 0.5888], [-4.3275, 1.5591, 1.9506], [-3.2970, 1.2234, 2.8157], [-2.0929, 0.8252, 2.2717], [-1.8866, 0.7288, 0.9575], [-1.9149, -0.9456, -4.6897], [-4.2004, -0.0129, -4.2442], [-4.6677, 0.9140, -2.0025], [-0.1926, -0.7523, -2.9333], [-4.9394, 1.6449, -0.0956], [-5.2723, 1.9192, 2.3340], [-3.4217, 1.2688, 3.8874], [-1.2629, 0.5644, 2.9113], [1.1242, 3.1937, 0.1025], [0.8162, 3.2193, 1.5769], [0.5201, 4.4300, 2.1873], [0.2769, 4.5040, 3.5489], [0.3388, 3.3506, 4.3082], [0.6227, 2.1163, 3.7342], [0.6761, 0.9164, 4.6459], [0.8528, 2.0453, 2.3478], [1.0545, 0.7881, 1.7076], [1.3560, 4.1951, -0.2560], [0.2644, 2.8301, -0.4834], [1.9739, 2.5493, -0.1123], [0.5061, 5.3326, 1.5890], [0.0474, 5.4531, 4.0139], [0.1614, 3.3989, 5.3760], [-0.0972, 1.0030, 5.4087], [1.6384, 0.8826, 5.1633], [0.5490, -0.0346, 4.1301], [1.3786, 0.2493, -1.1321], [2.4358, 0.4255, -2.0526], [3.7589, 0.1485, -1.6639], [4.8086, 0.4346, -2.5127], [4.5654, 1.0035, -3.7572], [3.2628, 1.2770, -4.1589], [2.2046, 0.9861, -3.3226], [3.9348, -0.2787, -0.6841], [5.8246, 0.2249, -2.2063], [5.3914, 1.2476, -4.4113], [3.0811, 1.7294, -5.1245], [1.1862, 1.2030, -3.6191]],
  "mulliken_charge": [-0.755, -0.731, 0.559, -0.610, -0.381, -0.774, -0.746, 0.804, 0.424, -0.699, -1.850, 1.499, -0.947, 1.138, -1.021, -0.603, -1.034, -0.477, 0.524, 0.435, 0.447, 0.417, 0.435, 0.470, 0.387, 0.464, 0.448, 0.501, 0.672, -1.254, -0.662, -1.300, 1.155, 0.514, -0.254, 0.790, -1.082, -0.697, -1.244, -0.550, 0.959, 0.489, 0.450, 0.383, 0.816, 0.467, 0.440, 0.518, 0.679, -1.192, 0.944, -1.055, -1.000, -0.882, 2.057, -2.000, -1.376, 1.803, 0.618, 0.150, 0.169, 0.477, 0.447, 0.521, 0.542, 0.399, 0.307, 0.360, 0.335, -0.252, -0.776, -0.364, -0.797, -0.180, 0.449, 0.414, 0.411, 0.417, 0.441]
}